Record 1
C30H43IMgN6O2S3Si | wB97M-V/def2-TZVPD

## Properties
Energy above the lowest of the compared OMol25 structures with the same formula, charge and spin = 1.288 eV
Total charge = 0

Each line ends with the Mulliken charge.
Element x y z (Å)
1 Mg -0.2847 0.7413 1.2091  0.8905
2 C -4.0739 -1.6200 1.1148  -1.3184
3 C -3.7987 -0.7026 -0.0377  0.6212
4 N -4.4161 -0.8936 -1.1793  -0.5630
5 C -4.1420 -0.0864 -2.2372  -0.8378
6 C -3.2579 0.9554 -2.1664  0.8983
7 C -3.0044 1.8260 -3.3724  -1.2709
8 O -3.3851 1.1149 -4.5441  -0.5053
9 C -2.5816 1.1886 -0.9452  0.3346
10 C -1.7632 2.3848 -0.7830  -0.7717
11 N -0.9909 2.5966 0.2147  0.0209
12 C -0.2514 3.7967 0.3061  -0.1139
13 C 0.3203 4.4324 -0.7917  -0.0363
14 C 1.0644 5.5877 -0.6268  -0.9064
15 C 1.2601 6.1215 0.6405  -0.5244
16 C 0.7180 5.4866 1.7496  -0.6609
17 C -0.0210 4.3286 1.5731  0.1116
18 I -0.8009 3.3233 3.2363  0.2384
19 C -2.8102 0.3210 0.1433  0.5068
20 O -2.1821 0.4054 1.2780  -1.2428
21 H -4.7608 -2.4028 0.7977  0.3558
22 H -3.1466 -2.0612 1.4902  0.2234
23 H -4.5167 -1.0696 1.9494  0.3619
24 H -4.6580 -0.3055 -3.1618  0.4653
25 H -3.5786 2.7565 -3.2884  0.3891
26 H -1.9459 2.0935 -3.4178  0.4575
27 H -3.2908 1.7045 -5.2973  0.3110
28 H -1.8629 3.1590 -1.5459  0.8566
29 H 0.2261 3.9798 -1.7721  0.5584
30 H 1.5194 6.0565 -1.4902  0.3923
31 H 1.8516 7.0185 0.7721  0.3883
32 H 0.8800 5.8809 2.7437  0.4226
33 C 2.3469 0.8467 5.8673  -0.5865
34 C 3.2070 0.2082 4.7820  -0.9338
35 S 2.5565 0.3117 3.0905  0.1246
36 C 2.2131 -1.4223 2.6896  -0.8765
37 C 1.0805 -2.0943 3.4589  -0.9583
38 S -0.5398 -1.3297 3.1601  0.3796
39 C -1.1302 -0.8352 4.7931  -1.0285
40 C -0.4368 0.3253 5.4977  0.1562
41 S 0.9920 -0.1659 6.5100  -0.1964
42 H 1.9429 1.8026 5.5309  0.2405
43 H 2.9699 1.0542 6.7391  0.4454
44 H 3.4112 -0.8380 5.0155  0.3579
45 H 4.1669 0.7273 4.7501  0.4963
46 H 3.1321 -1.9938 2.8305  0.6342
47 H 2.0077 -1.4105 1.6164  0.2190
48 H 1.2746 -2.0707 4.5295  0.4504
49 H 1.0006 -3.1322 3.1355  0.5274
50 H -1.1559 -1.7207 5.4287  0.4932
51 H -2.1680 -0.5590 4.5896  0.3712
52 H -1.1470 0.8058 6.1722  0.5206
53 H -0.0973 1.0598 4.7730  -0.6147
54 C -2.0234 -3.1993 -4.2597  -1.3670
55 C -1.9136 -4.4079 -3.3330  0.7649
56 C -0.4914 -4.9606 -3.2909  -1.4997
57 C -2.4514 -4.1363 -1.9258  -1.2160
58 N -1.5374 -3.3456 -1.0969  1.1046
59 C -1.1885 -2.0657 -1.1706  -1.1604
60 N -0.3469 -1.8000 -0.2004  0.3263
61 N -0.2049 -2.9615 0.4912  -0.1432
62 N -0.9294 -3.8879 -0.0264  -0.8701
63 H -1.7591 -3.4807 -5.2808  0.4534
64 H -1.3417 -2.3962 -3.9662  0.2156
65 H -3.0350 -2.7890 -4.2710  0.3621
66 H -2.5689 -5.1907 -3.7266  0.3413
67 H 0.2193 -4.1879 -2.9854  0.2589
68 H -0.1897 -5.3134 -4.2783  0.4526
69 H -0.3991 -5.7931 -2.5892  0.3745
70 H -2.5741 -5.0727 -1.3876  0.4201
71 H -3.4100 -3.6161 -1.9504  0.4204
72 H -1.5356 -1.3777 -1.9278  0.6934
73 C 5.3439 0.4523 -0.9170  -0.9307
74 Si 3.7852 0.8233 -1.8627  -0.2628
75 C 3.9460 2.4864 -2.6878  -0.9136
76 C 3.5253 -0.4848 -3.1637  -0.9060
77 C 2.3746 0.8385 -0.7301  -0.2313
78 C 1.4218 0.8366 0.0418  0.4542
79 H 6.2127 0.4594 -1.5828  0.2954
80 H 5.2814 -0.5316 -0.4435  0.2900
81 H 5.5050 1.1933 -0.1292  0.2896
82 H 4.7986 2.4984 -3.3741  0.3049
83 H 4.0930 3.2733 -1.9423  0.2764
84 H 3.0439 2.7262 -3.2588  0.2716
85 H 4.3616 -0.5077 -3.8697  0.2971
86 H 2.6058 -0.2969 -3.7259  0.2802
87 H 3.4393 -1.4718 -2.7001  0.2786

Record 2
CH3BrO2P | wB97M-V/def2-TZVPD

## Properties
Energy above the lowest of the compared OMol25 structures with the same formula, charge and spin = 1.013 eV
Total charge = -1

Each line ends with the Mulliken charge.
Element x y z (Å)
1 C 0.3361 -0.2648 -0.1493  -0.6959
2 O -0.7451 -2.7310 -1.1837  -0.6013
3 O 0.1121 -2.6433 1.2343  -0.5694
4 P -0.0221 -2.0718 -0.1054  0.9484
5 Br 3.5269 -0.0545 0.0135  -0.8900
6 H 0.8413 -0.2688 -1.0771  0.2927
7 H -0.7775 0.1108 -0.1549  0.3065
8 H 0.9301 -0.0720 0.7873  0.2089

Record 3
C5H11NO | wB97M-V/def2-TZVPD

## Properties
Energy above the lowest of the compared OMol25 structures with the same formula, charge and spin = 0.709 eV
SMILES = CC[C@@H](C)NC=O
Total charge = 0

Each line ends with the Mulliken charge.
Element x y z (Å)
1 C -1.4315 -0.8485 -0.8694  -0.9622
2 C -0.9704 0.5240 -0.3842  -0.5560
3 C 0.4489 0.6552 0.1784  0.4315
4 C 0.5022 1.5140 1.4273  -1.6298
5 N 1.0518 -0.6342 0.4239  -0.2620
6 C 1.4002 -1.3893 -0.6568  -0.1562
7 O 1.4749 -0.9511 -1.7883  -0.5250
8 H -1.6337 -0.8776 -1.9404  0.2590
9 H -0.6936 -1.6264 -0.7068  0.2893
10 H -2.3276 -1.2010 -0.3516  0.3020
11 H -1.0311 1.2335 -1.2008  0.2709
12 H -1.6542 0.8822 0.3813  0.3971
13 H 1.0779 1.1016 -0.5797  0.2600
14 H 0.0636 2.4970 1.2383  0.3771
15 H -0.0683 1.0636 2.2500  0.3930
16 H 1.5356 1.6555 1.7612  0.3980
17 H 0.7661 -1.1313 1.2513  0.2820
18 H 1.4888 -2.4672 -0.4336  0.4313

Record 4
C13H19ClF7O3 | wB97M-V/def2-TZVPD

## Properties
Total charge = -1

Each line ends with the Mulliken charge.
Element x y z (Å)
1 F -6.3134 3.3723 -0.9204  -0.2826
2 C -5.9125 2.4560 -1.8303  0.6665
3 F -5.7077 3.1299 -2.9816  -0.2661
4 F -6.9265 1.6169 -2.0083  -0.2418
5 C -4.5770 1.7762 -1.3556  0.4453
6 F -4.1437 2.5512 -0.3044  -0.3422
7 F -3.6246 1.9121 -2.3052  -0.2971
8 C -4.6801 0.2979 -0.8674  0.8031
9 F -5.8055 0.2356 -0.0628  -0.3550
10 F -3.6223 0.1690 0.0047  -0.2630
11 C -4.5696 -0.8133 -1.8428  -0.6476
12 Cl -5.2742 -0.3576 -3.4814  -0.2998
13 H -3.5061 -0.9225 -2.0241  0.0817
14 C -1.1397 -1.3287 2.8647  -1.2998
15 C -0.6072 -1.0611 1.4741  0.9496
16 O -1.2031 -1.4345 0.4946  -0.5253
17 C 0.6952 -0.3075 1.3713  -0.8802
18 H -2.0788 -1.8729 2.7924  0.3369
19 H -0.4194 -1.9236 3.4302  0.3426
20 H -1.3140 -0.3857 3.3860  0.3405
21 H 1.4859 -0.8599 1.8703  0.2614
22 H 0.5944 0.6790 1.8278  0.2393
23 H 0.9532 -0.1878 0.3265  0.2467
24 C 2.2332 -3.8505 -0.6782  -1.1104
25 C 3.0799 -3.2729 0.4282  0.9050
26 O 2.5794 -2.7866 1.4126  -0.5405
27 C 4.5790 -3.3230 0.2464  -1.1786
28 H 1.1810 -3.7441 -0.4236  0.2620
29 H 2.4264 -3.3199 -1.6117  0.3163
30 H 2.4657 -4.9085 -0.8144  0.3620
31 H 4.8636 -2.7714 -0.6508  0.3186
32 H 4.9094 -4.3585 0.1487  0.3545
33 H 5.0638 -2.8728 1.1096  0.2971
34 C 2.6494 3.3004 1.0265  -1.0368
35 C 3.3056 2.2361 0.1799  0.8441
36 O 3.0605 1.0650 0.3350  -0.4703
37 C 4.2801 2.7099 -0.8736  -1.1642
38 H 1.9750 2.8327 1.7391  0.2085
39 H 3.4079 3.8663 1.5703  0.3381
40 H 2.0803 3.9830 0.3937  0.3195
41 H 5.1035 3.2517 -0.4049  0.3355
42 H 3.7756 3.3706 -1.5803  0.3440
43 H 4.6774 1.8518 -1.4106  0.2826

In order of appearance, orbital gap = 7.65; 7.24; 10.64; 4.82 eV.